Below is a cluster of 2 separate species, CH6FNO3PS in total, with properties calculated with ωB97M-V/def2-TZVPD.

* HOMO level: -11.78 eV
* E_tot: -1161.1671 hartree
* relative energy (zero: lowest compared OMol25 entry of this formula, charge and spin): 0.564 eV
* HOMO-LUMO gap: 7.1 eV

```
! wB97M-V def2-TZVPD RIJCOSX def2/J DEFGRID3
* xyz 1 1
O 2.089 -0.816 0.720
C 1.328 -0.582 -0.242
O 0.819 -1.734 -0.987
F -0.473 -1.854 -0.499
O 0.873 0.694 -0.642
P 2.170 1.789 -0.973
S 2.532 1.801 -2.904
H 1.715 3.105 -0.564
H 3.387 1.472 -0.272
N -2.888 -0.775 1.273
H -3.294 -0.003 0.734
H -2.577 -0.428 2.185
H -3.593 -1.506 1.407
H -2.087 -1.162 0.763
*
```

Below is an isolated molecule of C5H11NO2, with properties calculated with ωB97M-V/def2-TZVPD.

* HOMO level: -7.85 eV
* E_tot: -402.2192 hartree
* relative energy (zero: lowest compared OMol25 entry of this formula, charge and spin): 4.325 eV
* HOMO-LUMO gap: 8.7 eV

```
! wB97M-V def2-TZVPD RIJCOSX def2/J DEFGRID3
* xyz 0 1
C -3.051 0.190 -0.531
C -1.867 -0.394 -0.559
C -0.451 0.051 0.604
N 0.144 -1.028 1.231
C 0.127 0.751 -0.521
C 1.983 0.525 -0.294
O 2.591 0.767 0.947
O 2.178 -0.821 -0.711
H -3.216 1.118 0.008
H -3.934 -0.235 -0.999
H -1.670 -1.300 -1.125
H -0.936 0.712 1.323
H 0.599 -1.680 0.601
H -0.294 -1.364 2.076
H 0.122 0.421 -1.551
H 0.012 1.825 -0.462
H 2.468 1.214 -1.000
H 2.075 0.288 1.613
H 3.120 -1.038 -0.650
*
```

Below is the ion CH4NO2Si with charge -1, with properties calculated with ωB97M-V/def2-TZVPD.

* HOMO level: -3.71 eV
* E_tot: -535.2887 hartree
* relative energy (zero: lowest compared OMol25 entry of this formula, charge and spin): 0.579 eV
* HOMO-LUMO gap: 7.9 eV

```
! wB97M-V def2-TZVPD RIJCOSX def2/J DEFGRID3
* xyz -1 1
N -0.389 0.898 0.042
Si 0.641 -0.478 -0.139
C 2.619 0.091 -0.054
O 3.414 -0.850 -0.222
O 2.866 1.278 0.264
H -1.299 0.902 0.511
H -0.182 1.680 -0.550
H -0.025 -1.474 -1.361
H 0.208 -1.276 1.194
*
```

Below is a structure of composition C60H38Cl4N2O4ReS4, with properties calculated with ωB97M-V/def2-TZVPD.

* HOMO level (spin up / spin down): -11.81 / -11.96 eV
* <S²>: 0.86
* E_tot: -6230.9774 hartree
* relative energy (zero: lowest compared OMol25 entry of this formula, charge and spin): 3.184 eV
* HOMO-LUMO gap (spin up / spin down): 4.3 / 4.4 eV

```
! wB97M-V def2-TZVPD RIJCOSX def2/J DEFGRID3
* xyz 2 2
Re -1.813 -1.395 0.152
S -8.407 -0.775 2.868
C -8.952 -2.198 3.635
C -7.954 -3.112 3.784
C -6.720 -2.652 3.264
C -6.806 -1.392 2.733
C -5.737 -0.604 2.121
C -4.607 -1.275 1.589
N -3.596 -0.646 1.037
C -3.635 0.719 0.932
C -4.713 1.473 1.407
C -4.684 2.882 1.221
C -3.641 3.471 0.564
C -2.557 2.703 0.064
C -1.481 3.249 -0.749
C -0.426 2.497 -1.101
C -0.316 1.069 -0.612
N -1.576 0.487 -0.248
C -2.558 1.341 0.266
C 0.653 3.008 -1.945
C 1.243 4.243 -1.899
C 2.181 4.445 -2.945
C 2.277 3.367 -3.772
S 1.233 2.101 -3.297
C -5.769 0.770 2.026
H -9.984 -2.285 3.933
H -8.094 -4.076 4.249
H -5.806 -3.227 3.313
H -4.539 -2.355 1.623
H -5.508 3.478 1.590
H -3.638 4.542 0.403
H -1.573 4.263 -1.118
H 0.144 0.478 -1.402
H 1.022 4.976 -1.135
H 2.748 5.354 -3.081
H 2.896 3.256 -4.648
H -6.605 1.330 2.429
Cl -3.171 -6.732 -3.762
C -2.854 -5.736 -2.414
C -2.457 -6.343 -1.176
Cl -2.331 -8.042 -1.083
C -2.169 -5.574 -0.075
Cl -1.662 -6.229 1.418
C -2.259 -4.169 -0.193
O -2.021 -3.339 0.763
C -2.699 -3.568 -1.415
O -2.793 -2.269 -1.382
C -2.980 -4.370 -2.532
Cl -3.443 -3.598 -3.990
C 2.810 1.474 6.893
C 2.223 0.954 5.614
C 3.048 0.392 4.639
C 2.520 -0.102 3.460
C 1.150 0.000 3.243
C 0.299 0.530 4.205
C 0.848 1.002 5.384
S 0.531 -0.637 1.726
O -0.967 -0.822 1.986
C 0.721 0.980 0.632
C 0.407 2.117 1.522
C 1.300 3.063 1.802
C 2.694 2.832 1.511
C 3.656 3.710 2.019
C 4.989 3.368 2.013
C 5.389 2.107 1.549
C 4.470 1.268 0.980
C 3.107 1.643 0.849
C 2.127 0.832 0.177
C 2.523 -0.200 -0.735
C 3.796 -0.073 -1.433
C 4.270 1.166 -1.917
C 5.454 1.235 -2.599
C 6.261 0.094 -2.795
C 5.830 -1.118 -2.344
C 4.572 -1.229 -1.694
C 4.049 -2.478 -1.335
C 2.717 -2.609 -0.990
C 1.908 -1.496 -0.815
S 0.115 -2.030 -1.134
O 0.219 -3.489 -1.265
C 0.064 -1.385 -2.813
C -1.063 -0.713 -3.278
C -1.136 -0.347 -4.610
C -0.107 -0.643 -5.500
C -0.206 -0.236 -6.940
C 1.007 -1.327 -5.018
C 1.098 -1.705 -3.690
H 3.431 0.715 7.369
H 2.035 1.772 7.595
H 3.445 2.340 6.700
H 4.113 0.312 4.821
H 3.163 -0.584 2.734
H -0.769 0.557 4.036
H 0.195 1.407 6.146
H -0.618 2.181 1.869
H 1.029 3.943 2.372
H 3.331 4.639 2.469
H 5.723 4.049 2.425
H 6.420 1.794 1.649
H 4.792 0.287 0.663
H 3.687 2.063 -1.765
H 5.779 2.188 -2.997
H 7.204 0.182 -3.317
H 6.413 -2.015 -2.506
H 4.662 -3.366 -1.442
H 2.260 -3.589 -0.950
H -1.884 -0.484 -2.618
H -2.018 0.170 -4.966
H -0.275 0.850 -7.029
H -1.102 -0.655 -7.399
H 0.657 -0.573 -7.512
H 1.810 -1.584 -5.697
H 1.958 -2.270 -3.359
*
```

Below is a structure of composition C39H29ClINO2PTeZn, with properties calculated with ωB97M-V/def2-TZVPD.

* HOMO level: -9.79 eV
* E_tot: -4855.2938 hartree
* relative energy (zero: lowest compared OMol25 entry of this formula, charge and spin): 1.298 eV
* HOMO-LUMO gap: 7.2 eV

```
! wB97M-V def2-TZVPD RIJCOSX def2/J DEFGRID3
* xyz 1 1
Zn 1.338 -0.863 -0.611
Cl 6.517 -1.144 3.583
C 5.458 -1.139 2.221
C 5.979 -0.976 0.957
C 5.153 -1.034 -0.160
I 5.896 -0.759 -2.101
C 3.783 -1.242 -0.061
O 3.018 -1.379 -1.102
C 3.235 -1.284 1.256
N 1.885 -1.311 1.343
C 1.316 -1.452 2.522
C 2.058 -1.554 3.702
C 3.424 -1.438 3.652
C 4.068 -1.292 2.410
H 7.036 -0.802 0.832
H 0.235 -1.497 2.541
H 1.545 -1.708 4.637
H 4.018 -1.464 4.552
O 1.474 1.008 -1.280
P 0.424 2.009 -0.896
C -1.069 1.712 -1.884
C -0.903 0.982 -3.060
C -1.985 0.762 -3.895
C -3.230 1.268 -3.554
C -3.392 2.004 -2.391
C -2.311 2.243 -1.559
C 0.919 3.728 -1.147
C 1.834 4.086 -2.129
C 2.099 5.427 -2.350
C 1.453 6.397 -1.599
C 0.538 6.037 -0.621
C 0.269 4.701 -0.394
C 0.161 1.787 0.888
C -0.969 1.295 1.521
C -0.925 1.050 2.885
C 0.225 1.314 3.608
C 1.347 1.831 2.978
C 1.320 2.051 1.615
H 0.084 0.622 -3.330
H -1.854 0.213 -4.815
H -4.077 1.092 -4.198
H -4.362 2.399 -2.131
H -2.431 2.840 -0.666
H 2.333 3.315 -2.699
H 2.805 5.715 -3.114
H 1.665 7.441 -1.774
H 0.031 6.793 -0.040
H -0.432 4.402 0.373
H -1.879 1.130 0.961
H -1.797 0.663 3.390
H 0.250 1.124 4.669
H 2.235 2.058 3.546
H 2.186 2.438 1.092
Te -0.601 -2.253 -1.726
C -2.680 -1.655 -1.571
C -3.486 -2.050 -2.631
C -4.850 -1.825 -2.585
C -5.416 -1.219 -1.477
C -4.612 -0.820 -0.423
C -3.243 -1.024 -0.475
C -0.806 -3.755 -0.187
C -1.405 -3.468 1.032
C -1.539 -4.462 1.987
C -1.049 -5.733 1.739
C -0.439 -6.013 0.527
C -0.323 -5.031 -0.443
H -3.043 -2.543 -3.487
H -5.467 -2.150 -3.410
H -6.481 -1.057 -1.434
H -5.052 -0.364 0.450
H -2.625 -0.693 0.346
H -1.790 -2.481 1.241
H -2.020 -4.237 2.928
H -1.151 -6.504 2.486
H -0.054 -7.002 0.328
H 0.133 -5.263 -1.396
*
```

Below is a cluster of 2 separate species, C14H16 in total, with properties calculated with ωB97M-V/def2-TZVPD.

* HOMO level (spin up / spin down): 1.08 / -5.05 eV
* <S²>: 0.75
* E_tot: -542.9353 hartree
* relative energy (zero: lowest compared OMol25 entry of this formula, charge and spin): 2.338 eV
* HOMO-LUMO gap (spin up / spin down): 2.2 / 8.4 eV

```
! wB97M-V def2-TZVPD RIJCOSX def2/J DEFGRID3
* xyz -1 2
C 3.633 -1.041 2.472
C 0.861 -4.192 1.310
C 1.187 -3.108 0.432
C 1.468 -4.208 2.595
C 2.058 -2.138 0.881
C 2.352 -3.216 2.994
C 2.774 -2.238 2.194
H 0.062 -4.808 1.137
H 0.760 -3.105 -0.498
H 1.175 -5.025 3.191
H 2.442 -1.367 0.242
H 2.758 -3.400 4.000
H 4.159 -1.007 3.392
H 3.245 0.002 2.625
H 4.195 -0.861 1.550
C -2.321 4.163 0.034
C -1.978 1.868 -3.483
C -0.988 2.719 -3.093
C -3.085 1.653 -2.558
C -0.969 3.405 -1.875
C -3.083 2.264 -1.354
C -2.169 3.292 -1.070
H -1.746 1.217 -4.347
H -0.097 2.680 -3.841
H -3.958 0.994 -2.948
H -0.217 4.028 -1.683
H -3.917 2.105 -0.644
H -2.570 3.743 0.960
H -3.295 4.734 -0.177
H -1.429 4.727 0.158
*
```

What did the sixth record say?
Below is a cluster of 2 separate species, C14H16 in total, with properties calculated with ωB97M-V/def2-TZVPD.

* HOMO level (spin up / spin down): 1.08 / -5.05 eV
* <S²>: 0.75
* E_tot: -542.9353 hartree
* relative energy (zero: lowest compared OMol25 entry of this formula, charge and spin): 2.338 eV
* HOMO-LUMO gap (spin up / spin down): 2.2 / 8.4 eV

```
! wB97M-V def2-TZVPD RIJCOSX def2/J DEFGRID3
* xyz -1 2
C 3.633 -1.041 2.472
C 0.861 -4.192 1.310
C 1.187 -3.108 0.432
C 1.468 -4.208 2.595
C 2.058 -2.138 0.881
C 2.352 -3.216 2.994
C 2.774 -2.238 2.194
H 0.062 -4.808 1.137
H 0.760 -3.105 -0.498
H 1.175 -5.025 3.191
H 2.442 -1.367 0.242
H 2.758 -3.400 4.000
H 4.159 -1.007 3.392
H 3.245 0.002 2.625
H 4.195 -0.861 1.550
C -2.321 4.163 0.034
C -1.978 1.868 -3.483
C -0.988 2.719 -3.093
C -3.085 1.653 -2.558
C -0.969 3.405 -1.875
C -3.083 2.264 -1.354
C -2.169 3.292 -1.070
H -1.746 1.217 -4.347
H -0.097 2.680 -3.841
H -3.958 0.994 -2.948
H -0.217 4.028 -1.683
H -3.917 2.105 -0.644
H -2.570 3.743 0.960
H -3.295 4.734 -0.177
H -1.429 4.727 0.158
*
```

What is the relative energy (zero: lowest compared OMol25 entry of this formula, charge and spin) in the second record?
4.325 eV

Among the records above, which one has the lowest E_tot?
C60H38Cl4N2O4ReS4